Record 1
C3H4FN3O in the gas phase in a non-equilibrium geometry, computed with ωB97M-V/def2-TZVPD.

As for the largest force on an atom: 0.023 Eh/bohr. Its energy relative to the best compared isomer or geometry (same formula, charge and spin) is 0.0 kJ/mol. The value obtained for the molar mass is 117.08 g/mol. Its SMILES is Nc1nc(O)[nH]c1F. Its orbital gap is 9.100 eV. The total energy is -456.09325 Eh. The HOMO energy comes out at -8.40 eV.

Geometry as ORCA input:
```
! RIJCOSX wB97M-V def2-TZVPD def2/J DEFGRID3
* xyz 0 1
F 0.500 -2.308 0.887
O -2.325 0.899 -0.879
N 2.207 0.234 0.475
N -0.028 0.988 -0.335
N -1.149 -0.904 0.005
C 0.847 0.019 0.206
C -1.166 0.378 -0.432
C 0.152 -1.112 0.394
H 2.698 0.521 -0.348
H -1.942 -1.555 0.029
H 2.306 1.007 1.125
H -2.100 1.832 -1.127
*
```


Record 2
C3H4NPS in the gas phase in a non-equilibrium geometry, computed with ωB97M-V/def2-TZVPD.

As for the largest force on an atom: 0.123 Eh/bohr. The expectation value of S² is 2.013. Its energy relative to the best compared isomer or geometry (same formula, charge and spin) is 0.0 kJ/mol. The value obtained for the molar mass is 117.11 g/mol. Its orbital gap (alpha / beta) is 6.075 / 7.196 eV. The total energy is -910.84475 Eh. The HOMO energy (alpha / beta) comes out at -5.26 / -9.90 eV.

Geometry as ORCA input:
```
! RIJCOSX wB97M-V def2-TZVPD def2/J DEFGRID3
* xyz 0 3
S 0.415 -1.787 0.039
P -2.385 -0.406 0.279
N 0.092 0.712 0.520
C 1.796 -0.800 0.308
C -0.578 -0.355 0.254
C 1.423 0.484 0.546
H 2.780 -1.220 0.267
H -2.517 -0.923 -1.009
H -2.515 0.911 -0.140
H 2.088 1.306 0.741
*
```


Record 3
C30H27Cl2N6O3PtS as an isolated structure, computed with ωB97M-V/def2-TZVPD.

As for the largest force on an atom: 0.003 Eh/bohr. The expectation value of S² is 6.103. Its energy relative to the best compared isomer or geometry (same formula, charge and spin) is 23.4 kJ/mol. The value obtained for the molar mass is 817.64 g/mol. Its orbital gap (alpha / beta) is 5.213 / 5.510 eV. The total energy is -3151.54218 Eh. The HOMO energy (alpha / beta) comes out at -2.96 / -4.80 eV.

Geometry as ORCA input:
```
! RIJCOSX wB97M-V def2-TZVPD def2/J DEFGRID3
* xyz -1 5
Pt -0.946 0.539 0.467
Cl -4.889 5.869 -1.194
Cl -2.249 6.363 -2.917
S -4.042 -1.504 -0.603
O -4.748 1.616 1.282
O 1.133 2.938 -2.250
O -3.463 -0.308 -1.312
N -2.524 1.679 0.672
N 0.454 -0.709 0.063
N -4.173 -1.349 0.989
N -0.302 2.134 -0.636
N -1.987 -0.635 1.737
N 2.242 1.978 0.797
C -3.651 1.101 1.184
C -2.540 2.819 -0.142
C -3.505 -1.236 4.040
C 3.423 1.730 1.361
C -3.607 3.701 -0.243
C -3.450 -0.348 1.718
C -3.526 4.794 -1.090
C 4.522 1.251 0.670
C -1.504 -1.396 2.674
C -1.363 3.034 -0.891
C -4.068 -0.458 3.079
C 2.410 -2.245 1.661
C 1.393 -1.374 -0.561
C 2.532 -1.959 -2.615
C 2.138 1.786 -0.513
C -1.308 4.134 -1.743
C 3.187 1.316 -1.300
C 1.360 -1.562 -1.997
C 3.678 -2.283 -1.899
C 1.385 -3.379 1.825
C -0.490 -0.092 -3.095
C -0.967 -2.426 -2.274
C 2.158 -1.074 2.613
C 4.392 1.024 -0.694
C 2.511 -1.918 0.185
C -2.241 -1.795 3.807
C 0.099 -1.481 -2.836
C 3.631 -2.318 -0.508
C 0.905 2.310 -1.218
C -2.382 5.007 -1.835
H -0.436 4.311 -2.345
H -1.767 -2.446 4.527
H 3.384 -2.664 1.935
H 0.412 -3.103 1.418
H -4.019 -1.421 4.974
H -5.031 0.020 3.179
H 4.578 -2.581 -2.421
H -1.840 -2.435 -2.928
H 1.718 -4.270 1.291
H 4.482 -2.693 0.050
H 1.948 -1.455 3.616
H 3.039 1.209 -2.365
H 5.454 1.063 1.188
H -1.316 -2.090 -1.298
H 1.332 -0.440 2.299
H 0.409 -1.878 -3.808
H -1.092 0.251 -2.258
H -1.163 -0.157 -3.953
H 1.260 -3.638 2.879
H -0.458 -1.657 2.601
H 0.277 0.650 -3.322
H -0.585 -3.446 -2.182
H 2.535 -2.050 -3.695
H 3.488 1.927 2.427
H 3.044 -0.445 2.674
H -4.502 3.526 0.330
H 5.223 0.641 -1.274
*
```


Record 4
C2H4ClN in the gas phase in a non-equilibrium geometry, computed with ωB97M-V/def2-TZVPD.

As for the largest force on an atom: 0.071 Eh/bohr. Its energy relative to the best compared isomer or geometry (same formula, charge and spin) is 37.3 kJ/mol. The value obtained for the molar mass is 77.51 g/mol. Its SMILES is [H]/N=C(/C)Cl. Its orbital gap is 11.230 eV. The total energy is -593.52696 Eh. The HOMO energy comes out at -10.36 eV.

Geometry as ORCA input:
```
! RIJCOSX wB97M-V def2-TZVPD def2/J DEFGRID3
* xyz 0 1
Cl -1.891 1.639 -0.171
N 0.531 1.340 1.384
C -0.069 0.910 0.383
C 0.083 -0.153 -0.571
H 0.867 -0.838 -0.300
H -0.815 -0.700 -0.552
H 0.148 1.928 2.083
H 0.242 0.262 -1.554
*
```